# 1
CH10NO2 | ωB97M-V/def2-TZVPD

Energy above the lowest of the compared OMol25 structures with the same formula, charge and spin: 1.830 eV
Charge: +1
HOMO energy: -14.63 eV
LUMO energy: -3.71 eV
Orbital gap: 10.9 eV

Geometry (Å):
C1 -0.3312 0.3700 1.3380
N1 -0.6903 -1.1419 1.2148
H1 -1.1037 0.8802 1.7430
H2 -0.1802 0.7364 0.3990
H3 0.6897 0.5801 1.7826
H4 -1.6874 -1.2767 1.0123
H5 -0.1747 -1.4403 0.4877
H6 -0.6279 -1.5608 2.2276
H7 3.0097 1.8375 -0.9812
H8 2.5928 0.9612 -2.1035
O1 2.7447 0.9734 -1.1867
H9 -1.7258 -0.9977 -1.9210
H10 -1.3188 0.2926 -2.3947
O2 -1.1969 -0.2141 -1.6180

=====

# 2
CH10NO2 | ωB97M-V/def2-TZVPD

Energy above the lowest of the compared OMol25 structures with the same formula, charge and spin: 9.372 eV
Charge: +1
HOMO energy: -15.54 eV
LUMO energy: -11.80 eV
Orbital gap: 3.7 eV

Geometry (Å):
C1 2.4414 0.1309 0.6748
N1 -2.1345 -0.5872 -0.3042
H1 2.7054 0.8558 1.5159
H2 3.2093 0.3117 -0.0956
H3 1.4003 0.3774 0.4138
H4 2.5136 -0.8752 1.1423
H5 -1.5512 0.2050 0.5584
H6 -1.7657 -1.4916 -0.0994
H7 -0.4189 0.1125 -2.8771
H8 -0.6543 -0.4252 -1.5230
O1 0.0456 -0.0221 -2.1177
H9 -3.1224 -0.7169 -0.3522
H10 -1.6820 1.3793 1.6972
O2 -0.9865 0.7456 1.3667

=====

# 3
CH10NO4 | ωB97M-V/def2-TZVPD

Energy above the lowest of the compared OMol25 structures with the same formula, charge and spin: 1.767 eV
Charge: -1
HOMO energy: -4.03 eV
LUMO energy: 4.09 eV
Orbital gap: 8.1 eV

Geometry (Å):
N1 0.4091 1.6350 0.8370
C1 -0.5248 0.2849 1.6695
O1 -1.1611 -0.6498 0.9752
H1 1.3828 1.2975 0.8884
H2 0.3793 2.5522 1.4134
H3 0.4057 0.0500 2.2566
H4 -1.1406 0.9743 2.2485
H5 -2.2896 0.4157 -1.7472
H6 -1.3144 -0.2601 -0.7111
O2 -1.5350 -0.2618 -1.6400
H7 0.8790 0.6797 -3.4880
H8 1.1553 0.2727 -1.9744
O3 1.5979 0.4724 -2.8528
H9 -0.0505 -2.1967 0.3453
H10 1.0316 -2.5266 1.3423
O4 0.7752 -2.7393 0.4373

=====

# 4
CH10NO6 | ωB97M-V/def2-TZVPD

Energy above the lowest of the compared OMol25 structures with the same formula, charge and spin: 0.945 eV
Charge: -1
HOMO energy: -5.19 eV
LUMO energy: 3.38 eV
Orbital gap: 8.6 eV

Geometry (Å):
N1 -0.8009 0.4390 -1.5848
C1 -0.4768 0.9698 -0.2939
O1 -0.2691 0.1167 0.6198
O2 -0.3666 2.2117 -0.1769
H1 -0.4441 -0.5090 -1.5525
H2 -0.3043 0.9955 -2.2293
H3 -1.4822 -0.6757 1.5206
H4 -1.9730 -2.1391 1.9866
O3 -2.2555 -1.2569 1.7535
H5 0.0875 2.9795 -1.6175
H6 1.4193 3.3054 -2.4199
O4 0.4669 3.2458 -2.4920
H7 1.9021 -0.4543 2.8256
H8 2.5881 -0.5743 4.1309
O5 2.1690 -1.1311 3.4624
H9 -0.6557 -2.7447 -1.7871
H10 0.1589 -2.3036 -0.5971
O6 0.2363 -2.4749 -1.5484

=====

# 5
CH10O3S2 | ωB97M-V/def2-TZVPD

Energy above the lowest of the compared OMol25 structures with the same formula, charge and spin: 1.505 eV
Charge: 0
HOMO energy: -9.10 eV
LUMO energy: 0.36 eV
Orbital gap: 9.5 eV

Geometry (Å):
C1 -2.0345 -0.0633 1.2498
S1 -0.7235 1.2477 1.1146
S2 0.1385 1.3047 -0.5820
H1 -2.9365 0.1681 0.6676
H2 -2.4237 -0.0517 2.3642
H3 -1.7078 -1.0467 1.0050
H4 -0.6863 1.8594 -1.4264
H5 -2.8005 -1.9983 -1.7994
H6 -1.5726 -1.2793 -1.9965
O1 -1.8700 -2.1451 -1.8317
H7 2.2250 -0.1358 -1.0446
H8 2.1197 -0.9685 -2.3596
O2 2.6448 -0.4923 -1.7032
H9 1.9137 -1.7092 2.4639
H10 2.2064 -2.1631 1.0102
O3 2.3791 -1.5044 1.6717

=====

# 6
CH10O3S2 | ωB97M-V/def2-TZVPD

Energy above the lowest of the compared OMol25 structures with the same formula, charge and spin: 0.838 eV
Charge: 0
HOMO energy: -8.48 eV
LUMO energy: 0.16 eV
Orbital gap: 8.6 eV

Geometry (Å):
C1 0.7246 -1.2146 -0.1088
S1 1.3526 0.3908 0.4970
S2 2.9499 0.7578 -0.8315
H1 0.5281 -0.9726 -1.1108
H2 -0.2724 -1.5294 0.3172
H3 1.4660 -1.9554 -0.0004
H4 3.1085 2.0022 -0.2531
H5 -0.8213 1.0605 -0.6547
H6 -1.1252 1.4008 0.8464
O1 -1.4659 1.6343 -0.0972
H7 -4.3640 0.2851 -0.6243
H8 -2.9900 0.6984 0.1155
O2 -3.6257 -0.0232 -0.0303
H9 -3.1932 -3.2124 0.5297
H10 -3.1939 -1.7100 0.7453
O3 -2.6998 -2.5058 0.8891

=====

# 7
CH10O5 | ωB97M-V/def2-TZVPD

Energy above the lowest of the compared OMol25 structures with the same formula, charge and spin: 1.244 eV
Charge: 0
HOMO energy: -10.67 eV
LUMO energy: 0.22 eV
Orbital gap: 10.9 eV

Geometry (Å):
O1 -0.3841 -2.1935 -3.3028
C1 -1.0744 -2.5638 -4.2045
H1 -2.1752 -2.7745 -4.0176
H2 -0.6581 -3.1202 -5.0977
H3 -1.2107 -3.3517 -1.1608
H4 -1.0029 -4.6799 -1.9463
O2 -1.0152 -4.2885 -1.0749
H5 4.3325 1.0839 2.4894
H6 3.6209 -0.1898 2.8661
O3 3.4596 0.7482 2.7375
H7 -2.0986 5.1304 3.2273
H8 -3.2779 4.5846 4.0488
O4 -2.5253 5.1756 4.0883
H9 1.2295 1.4706 0.0117
H10 1.7803 2.7156 0.8207
O5 0.9996 2.2531 0.5149

=====

# 8
CH10O6 | ωB97M-V/def2-TZVPD

Energy above the lowest of the compared OMol25 structures with the same formula, charge and spin: 1.337 eV
Charge: 0
HOMO energy: -10.73 eV
LUMO energy: 0.28 eV
Orbital gap: 11.0 eV

Geometry (Å):
O1 3.4600 -1.9514 1.0988
C1 2.6122 -1.4245 1.7532
O2 1.5400 -0.7518 1.2639
H1 2.6861 -1.4294 2.8552
H2 0.7835 -1.4032 1.2165
H3 0.0594 -2.0541 -0.7152
H4 -1.2756 -1.8704 -0.1400
O3 -0.3873 -2.1526 0.1334
H5 -2.6444 0.4715 -1.7678
H6 -3.1509 0.1243 -0.5034
O4 -2.5342 -0.2663 -1.1461
H7 -1.1418 2.1768 -1.4731
H8 -0.4166 1.5072 -2.6046
O5 -1.1882 2.0764 -2.4379
H9 0.4245 2.7008 1.5351
H10 0.7957 1.7318 0.3306
O6 0.3777 2.5148 0.6015

=====

# 9
CH10O6 | ωB97M-V/def2-TZVPD

Energy above the lowest of the compared OMol25 structures with the same formula, charge and spin: 0.664 eV
Charge: 0
HOMO energy: -10.50 eV
LUMO energy: 0.20 eV
Orbital gap: 10.7 eV

Geometry (Å):
H1 0.0714 -0.5347 0.3075
O1 0.3249 -0.9717 -0.8283
O2 -0.2513 -0.0416 1.3192
H2 -0.5538 -0.6714 -1.1978
H3 0.9253 -0.2581 -1.1912
C1 -0.2636 1.2562 1.2229
H4 -0.2481 1.7134 2.2203
O3 -0.3226 1.8612 0.1644
O4 0.4477 -2.1783 2.9274
H5 -0.0892 -1.5293 2.4389
H6 0.8717 -2.7595 2.2858
O5 -2.1487 -0.2319 -1.5386
H7 -2.1577 -0.2263 -2.5044
H8 -2.2634 0.6815 -1.2473
O6 1.9284 1.0215 -1.7468
H9 1.4738 1.8713 -1.7957
H10 2.2553 0.9977 -0.8362

=====

# 10
CH11BN2O3SnTa | ωB97M-V/def2-TZVPD

Charge: +1
HOMO energy: -12.05 eV
LUMO energy: -6.70 eV
Orbital gap: 5.3 eV

Geometry (Å):
N1 2.8401 -0.5429 0.5026
C1 2.2317 0.6795 0.0206
Ta1 0.0772 0.1551 -0.5463
N2 0.1535 -1.7763 -0.2048
O1 -1.8733 0.1012 -0.8444
B1 -2.6240 -0.1028 0.2926
O2 -3.1150 0.9019 1.0305
O3 -2.8032 -1.3743 0.7313
H1 2.4973 -0.8191 1.4092
H2 2.7705 -1.3223 -0.1295
H3 2.3032 1.3991 0.8255
H4 2.8412 1.1049 -0.7627
H5 0.5325 0.1611 -2.3425
H6 -0.0520 2.0551 -0.9120
H7 -0.2956 0.6680 1.2037
H8 -0.6729 -2.2850 -0.4911
H9 0.9712 -2.3128 -0.4523
H10 -3.0982 1.7401 0.5723
H11 -3.6558 -1.7577 0.5499
Sn1 0.9714 3.3273 -0.4527

=====

# 11
CH11N3O3 | ωB97M-V/def2-TZVPD

Energy above the lowest of the compared OMol25 structures with the same formula, charge and spin: 0.764 eV
Charge: 0
HOMO energy: -9.40 eV
LUMO energy: 0.70 eV
Orbital gap: 10.1 eV

Geometry (Å):
N1 -0.7667 -1.6664 0.3734
C1 0.4079 -0.9523 0.3467
N2 1.4754 -1.6169 -0.2276
N3 0.4462 0.2765 0.7656
H1 -0.5245 -2.6365 0.4716
H2 -1.5122 -1.0801 0.7379
H3 2.4201 -1.3847 0.0104
H4 1.3338 -1.9880 -1.1532
H5 -0.1135 0.5296 1.5656
H6 -3.8286 0.1085 0.5870
H7 -2.7154 1.0396 0.4831
O1 -3.0182 0.3383 1.0941
H8 3.1544 1.9073 -0.8048
H9 2.2163 0.8111 -0.1917
O2 3.0318 0.9633 -0.6960
H10 -0.5964 2.4389 -1.5510
H11 -0.3656 1.1091 -0.8489
O3 -1.0447 1.8028 -0.9623

=====

# 12
CH11O4S | ωB97M-V/def2-TZVPD

Energy above the lowest of the compared OMol25 structures with the same formula, charge and spin: 1.478 eV
Charge: -1
HOMO energy: -2.83 eV
LUMO energy: 3.49 eV
Orbital gap: 6.3 eV

Geometry (Å):
C1 1.5658 -1.6107 -1.3108
S1 0.0610 -0.5433 -1.5095
H1 2.4444 -1.1407 -0.8852
H2 1.0740 -2.4384 -0.8099
H3 1.7270 -1.9583 -2.3249
H4 0.6730 1.4048 1.0632
H5 -0.5969 0.5044 0.8993
O1 -0.1597 1.1576 1.4671
H6 1.3249 -4.3654 -3.2782
H7 0.4452 -3.7009 -2.4277
O2 1.1995 -4.3212 -2.3068
H8 -0.9181 1.6846 4.4356
H9 -0.9009 2.0319 2.8859
O3 -0.9568 2.3882 3.8001
H10 -1.8263 3.3526 -0.3879
H11 -2.8278 3.5113 0.6492
O4 -2.3283 4.0436 0.0405